[1]
Below is the ion C6H12NS with charge +1 at a distorted geometry, with properties calculated with the ωB97M-V functional and the def2-TZVPD basis.

Output
M: 130.24 g mol⁻¹
Energy: -688.39956 Eh
LUMO level (alpha / beta): -5.658 / -5.932 eV
Relative energy (zero: lowest compared OMol25 entry of this formula, charge and spin): 284.4 kJ/mol
Max |F|: 3.4 eV/A
Charge: +1
Gap between HOMO and LUMO (alpha / beta): 6.93 / 6.58 eV

```
20
Properties=species:S:1:pos:R:3:mulliken_charge:R:1
C -0.457 0.894 0.188 -0.71
C -1.671 0.356 0.040 0.86
C 0.807 -1.188 -0.372 -0.45
C -2.881 1.220 0.226 -1.32
C 1.284 -2.258 0.509 -1.14
C 1.755 1.011 -0.715 -0.94
N 0.839 0.175 0.104 0.21
S -1.961 -1.302 -0.317 -0.09
H -0.327 1.937 0.423 0.31
H 0.766 -1.306 -1.442 0.54
H -2.626 2.276 0.195 0.35
H -3.335 1.001 1.192 0.33
H -3.613 1.010 -0.548 0.39
H 0.897 -2.165 1.524 0.37
H 2.379 -2.250 0.581 0.37
H 1.001 -3.226 0.105 0.38
H 2.735 0.544 -0.795 0.37
H 1.331 1.136 -1.709 0.42
H 1.865 1.993 -0.256 0.37
H 1.211 0.142 1.066 0.39
```

[2]
Below is a structure of composition C19H40P2Sr at a distorted geometry, with properties calculated with the ωB97M-V functional and the def2-TZVPD basis.

Output
M: 418.10 g mol⁻¹
Energy: -1460.91456 Eh
LUMO level (alpha / beta): -0.116 / -0.118 eV
Relative energy (zero: lowest compared OMol25 entry of this formula, charge and spin): 364.4 kJ/mol
Max |F|: 3.5 eV/A
Gap between HOMO and LUMO (alpha / beta): 3.39 / 3.39 eV

```
62
Properties=species:S:1:pos:R:3:mulliken_charge:R:1
P 0.543 -2.344 0.567 1.14
P 0.544 2.245 0.709 0.31
C 0.294 -0.800 -0.379 -0.64
C 1.070 0.572 -0.124 -0.66
H -0.724 -0.701 -0.940 0.78
H 0.781 -1.170 -1.284 -0.80
H 1.996 0.324 0.428 0.07
H 1.355 0.894 -1.136 0.46
C -1.082 2.594 -0.051 -0.76
H -1.825 2.869 0.718 0.43
H -1.486 1.759 -0.684 -0.42
H -1.002 3.455 -0.724 0.49
C 1.511 3.477 -0.281 -1.34
H 1.019 3.679 -1.226 0.38
H 2.540 3.163 -0.450 0.38
H 1.490 4.396 0.307 0.37
C -0.693 -3.440 -0.085 -1.15
H -0.669 -4.344 0.539 0.58
H -0.405 -3.672 -1.110 0.34
H -1.722 -3.042 -0.054 0.05
C 2.212 -2.731 0.203 -1.39
H 2.795 -1.794 0.217 0.39
H 2.176 -3.167 -0.802 0.45
H 2.590 -3.443 0.956 0.48
Sr -1.759 0.061 0.699 0.74
C 0.225 1.319 -3.146 -0.31
C -1.112 1.299 -2.993 -0.10
C -2.012 0.595 -3.949 -1.20
C -1.567 -0.831 -4.313 -0.99
C -0.812 -1.535 -3.232 -0.76
C 0.536 -1.663 -3.264 0.10
C 1.417 -0.793 -4.114 -1.03
C 0.953 0.675 -4.297 -1.14
C 0.160 -2.177 2.300 -1.14
H 0.803 2.051 -2.581 0.63
H -1.655 2.040 -2.401 0.59
H -2.072 1.160 -4.898 0.34
H -3.035 0.546 -3.543 0.32
H -2.462 -1.435 -4.516 0.53
H -1.023 -0.818 -5.272 0.35
H -1.411 -2.126 -2.538 0.50
H 1.081 -2.542 -2.872 0.58
H 1.551 -1.205 -5.130 0.35
H 2.423 -0.789 -3.664 0.33
H 1.858 1.284 -4.439 0.40
H 0.400 0.770 -5.251 0.41
H 0.851 -1.423 2.708 0.27
H 0.334 -3.190 2.709 0.50
H -0.915 -1.968 2.405 0.23
C -1.725 0.432 5.860 -1.26
C -0.496 1.241 5.394 0.69
C 0.815 0.679 5.986 -1.41
C -0.501 1.395 3.927 -0.88
H -1.685 -0.584 5.450 0.16
H -2.664 0.901 5.531 0.33
H -1.721 0.369 6.954 0.40
H -0.596 2.258 5.810 0.09
H 1.056 -0.307 5.574 0.21
H 1.663 1.354 5.803 0.33
H 0.696 0.574 7.068 0.43
H 0.431 1.630 3.408 0.24
H -1.338 1.975 3.515 0.22
```

[3]
Below is an isolated molecule of C5H8O2 at a distorted geometry, with properties calculated with the ωB97M-V functional and the def2-TZVPD basis.

Output
M: 100.12 g mol⁻¹
Energy: -345.61897 Eh
LUMO level: 0.768 eV
Relative energy (zero: lowest compared OMol25 entry of this formula, charge and spin): 488.3 kJ/mol
Max |F|: 3.6 eV/A
Gap between HOMO and LUMO: 9.36 eV
Structure (SMILES): C[C@H]1O[C@H]2C[C@]21O

```
15
Properties=species:S:1:pos:R:3:mulliken_charge:R:1
C -1.837 -0.236 -0.237 -0.94
C -0.812 0.803 -0.028 0.01
O -0.424 0.938 1.329 -0.42
C 0.882 0.478 1.104 -0.10
C 0.991 -0.907 0.369 -0.55
C 0.983 0.345 -0.353 0.26
O 1.683 0.922 -1.386 -0.51
H -1.141 -1.308 -0.233 0.07
H -2.431 -0.518 0.635 0.34
H -2.435 -0.111 -1.151 0.31
H -0.810 1.719 -0.611 0.45
H 1.595 0.837 1.841 0.40
H -0.032 -1.553 0.113 0.01
H 1.760 -1.646 0.587 0.37
H 2.026 0.237 -1.979 0.32
```

[4]
Below is the ion C2H5BrO2P with charge -1 at a distorted geometry, with properties calculated with the ωB97M-V functional and the def2-TZVPD basis.

Output
M: 171.94 g mol⁻¹
Energy: -3145.17165 Eh
LUMO level: 3.631 eV
Relative energy (zero: lowest compared OMol25 entry of this formula, charge and spin): 160.9 kJ/mol
Max |F|: 4.3 eV/A
Charge: -1
Gap between HOMO and LUMO: 8.43 eV
Structure (SMILES): CC[P@](=O)([O-])Br

```
11
Properties=species:S:1:pos:R:3:mulliken_charge:R:1
C -0.314 -0.529 -0.325 -0.77
C 0.748 0.467 -0.040 -0.64
O 2.481 -1.940 -0.768 -0.62
O 2.930 -1.246 1.571 -0.62
P 2.518 -0.865 0.233 0.76
Br 4.146 0.648 -0.274 -0.43
H -0.002 -1.483 0.239 0.25
H -1.262 -0.120 0.253 0.26
H -0.436 -0.684 -1.416 0.24
H 0.563 1.169 0.808 0.28
H 1.211 1.111 -0.838 0.30
```

relative energy (zero: lowest compared OMol25 entry of this formula, charge and spin) of number 1 (C6H12NS)?
284.4 kJ/mol